2 unconnected molecules or ions with the total composition C5H8FN at a distorted geometry. Source: OMol25; level of theory: wB97M-V/def2-TZVPD.

Last column: natural (NBO) charge in e.
CARTESIAN COORDINATES (ANGSTROEM)
C (-0.235, 0.493, 1.631)  -0.500
C (-0.957, 0.313, 0.538)  0.409
C (-1.609, 1.399, -0.174)  -0.706
F (-1.039, -1.013, 0.109)  -0.356
H (-0.054, 1.512, 1.929)  0.203
H (0.085, -0.337, 2.287)  0.221
H (-2.114, 1.167, -1.142)  0.240
H (-2.356, 1.764, 0.584)  0.237
H (-0.949, 2.259, -0.291)  0.250
C (2.132, -0.269, -1.786)  -0.672
C (1.348, 0.468, -2.502)  0.450
N (0.755, 1.363, -2.985)  -0.643
H (1.670, -1.075, -1.284)  0.242
H (3.128, -0.431, -2.038)  0.236
H (0.197, 1.295, -3.831)  0.387

Forces on atoms 1 to 6 (eV/Å):
C -0.10 -0.54 0.50
C 1.98 -2.14 0.97
C -1.99 1.07 -0.33
F -0.72 1.37 -0.21
H 0.00 0.09 0.32
H 0.03 0.60 -0.75

- multiplicity = 1
- SMILES = C=C(C)F.C=C=N
- ΔE to the lowest compared entry with this formula, charge and spin (kJ/mol) = 219.0
- HOMO energy (eV) = -8.82